[1]
{"formula": "C28H21Cl2N6OPdS3", "method": "ωB97M-V with the def2-TZVPD basis set", "energy_ha": -3725.91459, "multiplicity": 5, "mol_weight_g_mol": 731.04, "orbital_gap_ev": [4.69, 5.50], "charge": -1, "e_homo_ha": [-0.0813, -0.1847], "species": ["Pd", "C", "C", "N", "N", "C", "O", "C", "C", "C", "C", "C", "C", "C", "C", "C", "C", "C", "N", "H", "H", "H", "H", "H", "H", "H", "H", "H", "H", "H", "H", "S", "C", "S", "C", "N", "N", "C", "C", "C", "C", "C", "C", "S", "H", "H", "H", "H", "H", "Cl", "C", "C", "C", "C", "C", "Cl", "C", "N", "H", "H", "H", "H"], "positions_angstrom": [[1.4240, 0.0963, -0.9004], [-1.2301, -0.0018, -4.1718], [-0.2665, -0.2532, -3.0522], [0.2006, 0.6405, -2.2683], [-0.0911, 1.9684, -2.3098], [0.6044, 2.5023, -1.3320], [1.3850, 1.9674, -0.5037], [0.4992, 4.0007, -1.1048], [1.1887, 4.6978, -0.0954], [1.0455, 6.0814, 0.0579], [0.2085, 6.7952, -0.7967], [-0.4845, 6.1269, -1.8036], [-0.3392, 4.7432, -1.9544], [0.2452, -1.6282, -2.7526], [-0.1386, -2.7426, -3.4869], [0.3951, -3.9795, -3.1276], [1.2848, -4.0615, -2.0583], [1.6135, -2.8987, -1.3798], [1.1191, -1.6912, -1.6981], [-1.4924, 1.0567, -4.2415], [-2.1481, -0.5718, -4.0031], [-0.7801, -0.3063, -5.1209], [1.8447, 4.1511, 0.5776], [1.5915, 6.5888, 0.8465], [0.0972, 7.8681, -0.6781], [-1.1393, 6.6721, -2.4754], [-0.8845, 4.2321, -2.7432], [-0.8302, -2.6670, -4.3154], [0.1192, -4.8739, -3.6777], [1.7146, -5.0096, -1.7575], [2.3007, -2.9007, -0.5393], [-1.5879, -1.4420, 6.0602], [-1.6370, -1.0741, 4.4265], [-0.1179, -0.8333, 3.5622], [-1.0307, -0.5785, 2.1156], [-2.3142, -0.6431, 2.2249], [-2.6988, -0.9171, 3.5299], [-4.1224, -0.9947, 3.7143], [-4.9697, -0.8486, 2.5944], [-6.3645, -0.9137, 2.6968], [-6.9581, -1.1268, 3.9324], [-6.1534, -1.2702, 5.0561], [-4.7550, -1.2027, 4.9459], [-0.3824, -0.2543, 0.5757], [-4.5447, -0.6805, 1.6048], [-6.9723, -0.7958, 1.8044], [-8.0389, -1.1783, 4.0195], [-6.6059, -1.4334, 6.0307], [-4.2059, -1.3117, 5.8692], [4.3095, -1.1584, 2.9786], [4.7963, -1.4276, 1.3101], [6.0395, -2.0159, 1.0535], [6.4510, -2.2412, -0.2607], [5.6224, -1.8797, -1.3244], [4.3757, -1.2900, -1.0818], [3.3812, -0.8587, -2.4640], [3.9549, -1.0601, 0.2445], [2.7011, -0.4661, 0.5289], [6.6876, -2.2991, 1.8731], [7.4134, -2.6966, -0.4555], [5.9511, -2.0587, -2.3403], [2.7195, 0.3477, -1.9590]], "atomic_forces_ev_per_a": [[1.80, -2.76, 2.76], [0.02, 0.21, 0.10], [0.07, -3.38, -0.92], [-0.47, 1.20, -0.35], [0.31, 0.30, 0.42], [-0.74, 3.64, 0.10], [0.62, 2.73, 1.41], [-0.78, 0.56, -0.84], [-0.06, -0.27, -0.15], [-0.17, -0.47, -0.33], [0.04, -0.09, 0.02], [0.21, -0.50, 0.13], [0.07, 0.48, 0.20], [-1.56, 2.90, -1.14], [0.57, -1.67, 0.31], [-1.12, 0.62, -1.22], [0.86, 0.46, 1.07], [-0.47, -0.51, -0.09], [-1.04, -3.54, -0.33], [0.13, -0.14, 0.13], [0.04, 0.00, -0.14], [-0.16, -0.05, 0.01], [-0.15, -0.02, -0.17], [-0.06, -0.03, -0.07], [0.00, -0.05, 0.00], [0.04, -0.01, 0.06], [0.14, -0.01, 0.18], [0.02, 0.11, 0.04], [-0.01, 0.10, 0.03], [-0.01, 0.11, 0.05], [-0.09, -0.16, -0.02], [-0.37, 0.14, -0.54], [-0.78, -0.03, -0.03], [-1.02, -0.14, 0.33], [0.16, 0.17, 0.02], [0.00, 0.00, 0.33], [1.15, -0.17, 0.77], [-0.68, -0.05, 0.04], [0.03, 0.04, -0.51], [0.78, -0.02, 0.31], [-0.10, -0.04, 0.19], [0.44, 0.11, -0.57], [-0.22, -0.05, 0.52], [-1.67, -0.06, -0.55], [0.03, -0.06, 0.44], [0.15, -0.01, 0.10], [0.09, 0.00, 0.01], [0.16, 0.03, -0.12], [0.32, 0.01, -0.22], [0.19, -0.11, -0.89], [1.15, -0.49, 0.18], [-0.45, 0.20, 0.11], [-0.58, 0.25, 0.07], [-0.42, 0.20, -0.24], [1.65, -0.52, 0.23], [3.86, -2.52, -2.18], [-3.72, 2.03, 0.10], [2.22, -1.15, 0.18], [-0.10, 0.04, 0.04], [-0.06, 0.02, -0.02], [-0.07, 0.03, 0.00], [-0.21, 2.40, 0.71]]}

[2]
{"formula": "C28H21Cl3CoN5O3S", "method": "ωB97M-V with the def2-TZVPD basis set", "energy_ha": -4740.51405, "multiplicity": 4, "mol_weight_g_mol": 672.87, "orbital_gap_ev": [8.16, 7.89], "charge": 1, "e_homo_ha": [-0.4100, -0.4101], "species": ["Co", "O", "C", "N", "C", "O", "C", "C", "C", "C", "C", "N", "C", "C", "C", "C", "C", "N", "H", "H", "H", "H", "H", "H", "H", "H", "Cl", "C", "C", "C", "C", "C", "C", "N", "C", "C", "N", "C", "O", "C", "C", "C", "Cl", "S", "C", "C", "C", "Cl", "C", "H", "H", "H", "H", "H", "H", "H", "H", "H", "H", "H", "H", "H"], "positions_angstrom": [[-1.3882, -1.8260, 1.4574], [2.0879, -3.6411, 0.4879], [1.0137, -3.1042, 0.5893], [0.3686, -2.6507, 1.7068], [0.7472, -2.9191, 3.0007], [1.8337, -3.2042, 3.4311], [-0.4755, -2.8654, 3.9102], [-0.3470, -3.1686, 5.2521], [-1.4862, -3.2200, 6.0407], [-2.7166, -2.9657, 5.4531], [-2.7640, -2.6489, 4.1082], [-1.6671, -2.5909, 3.3458], [0.1096, -2.9303, -0.6273], [0.6319, -3.0334, -1.9046], [-0.2194, -2.8757, -2.9865], [-1.5707, -2.6564, -2.7520], [-2.0211, -2.5890, -1.4474], [-1.1965, -2.7036, -0.3988], [0.6421, -3.3707, 5.6384], [-1.4168, -3.4662, 7.0914], [-3.6308, -3.0041, 6.0280], [-3.7093, -2.4423, 3.6230], [1.6890, -3.2337, -2.0109], [0.1608, -2.9426, -3.9970], [-2.2698, -2.5420, -3.5685], [-3.0728, -2.4536, -1.2286], [2.3459, 5.5307, 2.6681], [1.5925, 4.7338, 1.3378], [1.8490, 3.3948, 1.0943], [1.2591, 2.7791, 0.0040], [0.4109, 3.4707, -0.8512], [-0.1957, 2.7755, -2.0565], [-1.6614, 2.4121, -1.8238], [-1.8438, 1.6866, -0.5782], [-2.5818, 2.0890, 0.5052], [-2.5073, 1.0791, 1.4135], [-1.7239, 0.0699, 0.8978], [-1.3539, 0.4710, -0.3123], [0.4720, 1.5756, -2.3784], [1.5882, 1.7474, -3.2664], [2.5636, 0.6268, -3.1063], [3.7536, 0.7295, -2.4393], [4.3871, 2.1192, -1.6680], [4.6623, -0.7319, -2.4784], [3.4452, -1.5008, -3.4057], [2.4040, -0.6709, -3.6689], [0.1536, 4.8125, -0.5674], [-0.8918, 5.7540, -1.5859], [0.7369, 5.4489, 0.5143], [2.5182, 2.8449, 1.7415], [1.4649, 1.7372, -0.2039], [-0.1791, 3.4606, -2.9129], [-1.9957, 1.7905, -2.6546], [-2.2584, 3.3173, -1.7879], [-3.0834, 3.0406, 0.5393], [-2.9303, 1.0306, 2.4019], [-0.6902, -0.0448, -0.9885], [2.0896, 2.6975, -3.0680], [1.2076, 1.7588, -4.2926], [3.5837, -2.5231, -3.7199], [1.5409, -0.9568, -4.2543], [0.5351, 6.4927, 0.7091]], "atomic_forces_ev_per_a": [[0.58, -0.49, 0.17], [-0.02, 0.08, -0.17], [-0.03, -0.04, 0.27], [-0.03, 0.17, 0.03], [0.06, 0.02, -0.27], [-0.10, -0.03, 0.10], [0.08, -0.04, 0.13], [-0.03, -0.02, 0.01], [0.04, 0.02, -0.12], [-0.02, 0.00, 0.03], [-0.03, 0.02, 0.10], [-0.20, 0.18, 0.20], [0.12, -0.06, -0.08], [-0.06, -0.09, 0.04], [-0.01, -0.06, 0.15], [-0.02, -0.04, -0.06], [0.04, -0.10, -0.07], [-0.13, 0.21, -0.39], [0.00, -0.02, -0.01], [-0.01, 0.01, 0.01], [-0.01, -0.01, -0.02], [0.02, 0.04, -0.02], [-0.05, 0.02, 0.01], [-0.02, 0.01, -0.01], [-0.01, -0.04, 0.01], [0.02, 0.10, 0.03], [0.02, 0.03, 0.08], [-0.11, -0.09, -0.14], [0.07, -0.03, 0.07], [-0.08, -0.01, 0.01], [0.05, 0.11, -0.17], [-0.14, 0.16, -0.07], [0.27, 0.11, -0.20], [-0.23, -0.22, -0.01], [-0.01, -0.04, 0.19], [0.08, 0.16, 0.07], [-0.36, 0.01, -0.21], [0.21, 0.10, 0.13], [0.14, -0.16, 0.09], [0.09, -0.03, -0.07], [0.06, 0.22, 0.11], [-0.03, -0.32, -0.13], [0.00, 0.03, 0.07], [-0.16, 0.20, 0.01], [0.11, -0.01, 0.02], [-0.05, -0.04, 0.00], [0.20, -0.17, 0.09], [-0.08, -0.02, -0.09], [0.00, 0.08, 0.06], [0.00, 0.01, 0.00], [0.07, 0.01, -0.01], [0.00, -0.02, 0.01], [-0.07, 0.04, 0.04], [-0.10, 0.02, 0.08], [0.02, -0.01, -0.03], [-0.03, -0.04, -0.03], [-0.09, -0.04, -0.02], [-0.06, 0.02, 0.06], [0.01, 0.08, 0.00], [0.00, 0.00, -0.02], [0.03, 0.04, -0.02], [0.00, -0.01, -0.02]]}

[3]
{"formula": "C28H21Cl5N7O4PRuS5", "method": "ωB97M-V with the def2-TZVPD basis set", "energy_ha": -6491.98229, "multiplicity": 2, "mol_weight_g_mol": 989.16, "orbital_gap_ev": [4.84, 5.16], "charge": -1, "relative_energy_kj_mol": 414.42, "e_homo_ha": [-0.1666, -0.1657], "species": ["Ru", "Cl", "C", "C", "Cl", "C", "Cl", "C", "O", "C", "Cl", "C", "Cl", "O", "S", "O", "O", "S", "N", "N", "N", "C", "N", "N", "H", "H", "H", "S", "C", "S", "C", "N", "N", "C", "C", "C", "C", "C", "C", "S", "H", "H", "H", "H", "H", "C", "P", "C", "C", "C", "C", "C", "C", "C", "C", "C", "C", "C", "C", "H", "H", "H", "H", "H", "H", "H", "H", "H", "H", "H", "H", "H"], "positions_angstrom": [[0.6906, -0.1760, -0.1271], [-3.6271, -1.0264, 5.8727], [-2.9244, -0.4829, 4.4043], [-1.6122, -0.8212, 4.0865], [-0.6555, -1.6788, 5.2195], [-1.0683, -0.4608, 2.8686], [0.4751, -1.0677, 2.3922], [-1.7801, 0.3297, 1.9189], [-1.2995, 0.7212, 0.8203], [-3.1060, 0.6908, 2.3099], [-4.0026, 1.6538, 1.2091], [-3.6712, 0.2667, 3.4945], [-5.2937, 0.6727, 3.8832], [4.0801, -0.7599, -2.3984], [3.0256, -0.3604, -1.5090], [1.9118, 0.3267, -2.1827], [3.4948, 0.3796, -0.3342], [2.1596, -2.0630, -0.6940], [-0.6170, 0.8240, -5.0083], [-0.6465, 0.0973, -3.8628], [-0.4786, -1.1999, -3.8615], [-0.5283, -1.4826, -2.5724], [-0.7519, -0.3813, -1.8467], [-0.8296, 0.6135, -2.6822], [-0.9076, 0.2538, -5.7955], [-1.1356, 1.6879, -4.8971], [-0.4277, -2.4664, -2.1609], [-5.4682, -3.3602, -3.9985], [-4.4677, -3.4399, -2.6908], [-3.9201, -2.0219, -1.8172], [-2.9059, -3.1046, -0.7782], [-3.0443, -4.3349, -1.1241], [-3.8958, -4.5414, -2.1459], [-4.0642, -5.8853, -2.5308], [-3.0168, -6.7654, -2.2596], [-3.1336, -8.1002, -2.5942], [-4.2875, -8.5686, -3.2041], [-5.3346, -7.6964, -3.4526], [-5.2349, -6.3579, -3.1136], [-1.9530, -2.5152, 0.4603], [-2.1265, -6.3825, -1.7860], [-2.3186, -8.7771, -2.3771], [-4.3660, -9.6087, -3.4899], [-6.2435, -8.0647, -3.9080], [-6.0589, -5.6911, -3.3058], [0.5771, 2.9108, 1.6355], [1.8552, 1.7631, 0.9343], [2.8224, 3.0057, 0.0346], [2.1430, 3.7773, -0.9017], [2.8189, 4.7425, -1.6216], [4.1761, 4.9325, -1.4184], [4.8600, 4.1455, -0.5059], [4.1866, 3.1827, 0.2235], [2.8687, 1.4131, 2.4154], [3.4874, 0.1772, 2.5789], [4.2458, -0.0850, 3.7074], [4.3810, 0.8694, 4.7017], [3.7653, 2.1003, 4.5477], [3.0174, 2.3706, 3.4158], [0.9902, 3.8784, 1.9149], [0.0890, 2.4512, 2.4926], [-0.1720, 3.0511, 0.8584], [1.0913, 3.5978, -1.0782], [2.2940, 5.3452, -2.3485], [4.7079, 5.6736, -1.9974], [5.9212, 4.2859, -0.3583], [4.7100, 2.5501, 0.9244], [3.3764, -0.5790, 1.8140], [4.7328, -1.0427, 3.8216], [4.9668, 0.6457, 5.5838], [3.8512, 2.8522, 5.3204], [2.5522, 3.3402, 3.3227]], "atomic_forces_ev_per_a": [[-1.30, 0.20, 0.86], [-0.07, -0.03, 0.30], [0.21, -0.09, -0.14], [-0.27, 0.04, -0.04], [0.21, -0.27, 0.18], [-0.75, 0.49, -0.31], [0.30, 0.08, -0.58], [-0.10, -0.36, 1.04], [1.67, 0.22, -1.41], [0.26, -0.07, -0.08], [-0.05, 0.10, -0.21], [0.28, -0.06, 0.04], [-0.16, 0.09, -0.03], [-0.16, 0.13, -0.14], [2.19, -1.20, -0.02], [-1.39, 0.31, 1.19], [0.51, 0.09, -0.18], [-0.99, 1.76, 0.36], [0.29, 0.64, -0.69], [-0.55, -0.57, 1.35], [0.20, -0.43, -0.42], [-0.25, -0.16, -0.35], [0.67, -0.65, 0.36], [0.08, 1.27, -0.83], [-0.14, 0.05, 0.30], [-0.05, -0.26, 0.04], [-0.01, -0.13, 0.09], [-0.42, 0.32, -0.60], [0.08, 0.20, 0.00], [0.25, -1.15, 0.18], [-0.57, 0.56, -0.66], [0.97, -0.55, 1.02], [-0.77, 0.96, -0.50], [0.01, -0.52, -0.13], [0.02, 0.09, -0.06], [-0.04, -0.02, -0.05], [-0.01, -0.13, -0.06], [0.11, -0.13, 0.04], [-0.10, 0.06, 0.03], [0.71, 0.27, 0.63], [0.00, -0.02, 0.04], [0.05, -0.02, -0.02], [-0.03, -0.06, 0.03], [-0.05, 0.03, -0.03], [0.06, 0.00, 0.04], [-0.06, -0.51, -0.30], [-0.61, 0.05, 0.52], [-0.21, -0.26, -0.50], [0.01, -0.14, 0.09], [0.05, 0.17, -0.11], [0.03, -0.02, -0.12], [0.04, 0.10, 0.12], [-0.13, -0.10, 0.06], [0.00, -0.43, -0.12], [-0.01, -0.04, -0.13], [0.05, -0.08, 0.09], [0.04, -0.04, -0.09], [0.01, 0.05, 0.19], [-0.10, 0.09, -0.14], [0.16, -0.08, -0.06], [-0.06, -0.08, -0.01], [-0.14, 0.04, 0.07], [-0.09, 0.06, -0.06], [-0.06, 0.01, -0.06], [0.04, 0.08, -0.01], [0.07, -0.02, 0.00], [0.10, -0.03, 0.01], [0.06, -0.01, -0.04], [-0.02, -0.10, -0.05], [-0.02, 0.06, 0.03], [0.03, 0.05, 0.01], [-0.05, 0.07, -0.03]]}